This record from the OMol25 dataset describes a 5-piece molecular cluster, C16H33BrFIN2O5S4 overall. The level of theory is the ωB97M-V functional and the def2-TZVPD basis.

```
63
Properties=species:S:1:pos:R:3:forces:R:3:lowdin_charge:R:1
Br 0.2604 -6.5709 1.7035 -0.175 1.061 -0.325 0.78
C -6.0327 -0.2010 2.7002 0.019 -0.011 0.122 -0.27
H -5.2049 -0.5872 3.2984 -0.019 -0.041 -0.095 0.05
H -4.2603 -1.1449 -0.3720 -0.116 0.046 0.067 0.06
C 0.6131 -4.4304 -0.2146 1.685 0.037 -3.996 -0.18
O 1.4359 -4.1096 2.2101 -0.560 0.165 -2.249 -0.26
H 0.7878 0.9961 -4.9300 0.043 0.078 0.022 0.05
C -4.4468 -0.6628 0.5888 -0.033 -0.006 0.021 -0.27
C 2.6778 -3.7405 1.5848 3.100 0.253 0.529 -0.23
N -0.5033 -1.0727 1.1247 -0.654 -5.933 1.314 0.18
H 5.6097 3.8383 -0.2678 -0.090 0.040 0.043 0.06
C 3.5960 -5.0056 1.0842 -0.211 0.694 -0.882 -0.08
H 5.7655 5.5014 -0.9110 -0.089 0.003 0.029 0.05
H -2.1134 -4.2968 -0.1756 0.271 0.131 1.739 0.14
H -0.2909 3.4689 -6.4887 0.046 0.003 0.104 0.06
C -3.0369 -5.5100 1.4558 0.103 -0.615 -1.237 -0.16
C 4.7658 5.6007 1.7582 0.045 -0.072 0.104 -0.27
H 3.0652 -6.0128 1.1916 0.792 1.524 0.080 0.04
H 2.6099 -2.9063 0.7847 -0.467 -1.603 1.124 0.13
O -2.0301 2.0140 -0.6525 0.178 0.002 0.101 -0.58
H 1.2458 2.6383 -6.8792 0.015 0.029 0.083 0.05
S -6.1194 -1.0833 1.1266 0.175 -0.130 0.021 0.81
H -0.8371 2.8823 1.8004 0.001 0.056 -0.173 0.06
H 3.7728 -4.8470 -0.0469 -0.097 -0.411 1.816 0.08
C -0.1144 3.8703 -0.7297 -0.133 0.096 -0.113 -0.26
H 0.9388 4.0211 -0.4863 -0.048 -0.139 0.056 0.02
N 0.8846 -4.3824 -1.4003 -1.715 -0.202 6.871 0.18
H 3.3250 -3.2601 2.4265 -1.598 -0.746 -1.246 0.14
O 0.3997 4.4030 -3.8733 0.170 -0.291 -0.354 -0.56
F -2.7488 -6.5546 0.4514 -0.433 1.394 1.472 -0.17
H 0.8398 2.3436 1.4772 -0.024 0.055 -0.131 0.04
H 5.4620 6.4004 1.4987 -0.078 -0.023 -0.043 0.05
C -0.6485 -2.2353 1.4052 0.102 2.626 -0.529 -0.20
C -0.9551 -3.7873 1.7938 0.688 1.540 -2.129 -0.72
H -0.2817 4.1171 -1.7791 -0.003 -0.133 0.078 0.01
H -3.0148 -3.3147 1.0888 1.360 -1.459 -0.156 0.11
O -6.1378 -2.5481 1.4334 0.183 0.308 0.020 -0.58
H 0.3915 1.5047 -3.2698 0.046 0.108 -0.074 0.03
C 5.0799 4.6702 -0.7360 0.062 -0.112 -0.026 -0.27
I -1.2451 -3.7651 3.9728 0.122 -0.145 -1.123 0.95
H -0.7402 4.5094 -0.1031 -0.036 -0.155 0.057 0.06
H -4.1854 -5.3727 1.4069 2.049 -0.079 0.231 0.14
C 0.3166 1.7732 -4.3253 -0.081 -0.019 0.038 -0.26
S -0.5488 2.1387 -0.4707 -0.036 0.316 0.245 0.78
H -2.6822 -5.9422 2.4528 -0.572 0.823 -1.416 0.07
H -4.3619 0.4193 0.4721 0.045 -0.058 -0.041 0.05
H -5.8950 0.8654 2.5124 -0.014 -0.066 -0.060 0.05
H 4.6591 4.3423 -1.6876 -0.075 0.070 0.123 0.05
H -6.9703 -0.3556 3.2361 0.046 -0.046 -0.137 0.05
H 4.1223 5.9322 2.5743 -0.029 -0.037 -0.149 0.05
O 2.9133 4.0128 0.6768 0.381 0.250 -0.026 -0.57
C -0.2175 2.1326 1.3040 -0.036 -0.072 0.201 -0.27
H 1.2031 4.4112 -6.7189 0.003 -0.066 0.132 0.05
H -0.7354 1.8754 -4.5988 0.065 0.096 0.023 0.07
H 4.6210 -5.0036 1.6302 -1.931 -0.091 -0.922 0.08
H -0.4580 1.1455 1.6977 0.016 0.135 -0.192 -0.01
H 5.3155 4.7100 2.0685 -0.076 -0.001 -0.073 0.06
S 1.1766 3.3415 -4.5836 -0.200 0.005 0.048 0.81
H -3.7193 -1.0195 1.3210 -0.080 0.033 0.041 0.04
S 3.7288 5.2181 0.3298 -0.042 -0.145 0.036 0.82
C 0.7910 3.4735 -6.3432 -0.074 0.057 -0.088 -0.27
C -2.2617 -4.1936 0.9581 -1.636 0.332 0.797 -0.18
C 0.4094 -4.5824 1.3507 -0.351 0.544 0.196 -0.76
```
Forces are in eV/Å.

Properties
Frontier orbital gap: 7.51 eV
Electronic energy: -5679.21341 hartree
Molecular weight: 687.5 u